# 1
This record from the Open Molecules 2025 dataset describes a structure of composition C2Br2N2P at a distorted geometry. The level of theory is ωB97M-V/def2-TZVPD.

Output
Lowest unoccupied orbital energy = -8.72 eV
Spin multiplicity = 1
Charge = +1

```
7
C2Br2N2P, DFT ωB97M-V/def2-TZVPD
Br -0.57 -0.86 2.58
N -1.81 1.13 -0.75
P -1.10 -1.47 0.48
C 1.68 0.56 -0.75
Br 1.66 -1.25 -0.54
N 1.66 1.72 -0.80
C -1.52 0.17 -0.22
```

# 2
This record from the Open Molecules 2025 dataset describes an isolated molecule of C5H11BO2S at a distorted geometry. The level of theory is ωB97M-V/def2-TZVPD.

Output
SMILES = C[C@H]1CC[C@H](B(O)O)S1
Lowest unoccupied orbital energy = 0.62 eV
Spin multiplicity = 1

```
20
C5H11BO2S, DFT ωB97M-V/def2-TZVPD
H 1.50 -0.56 0.12
H -2.25 0.00 -2.24
H 0.01 0.95 -1.95
C -0.71 -0.76 -1.02
C 1.22 0.40 -0.17
H -0.37 -1.65 -0.48
H 2.29 0.86 -0.29
S -1.50 0.22 0.35
H 0.11 2.06 0.67
H 1.44 1.38 4.08
H -0.11 -0.95 2.14
H -2.52 -1.76 -1.77
O 0.44 -0.64 2.85
H -1.32 -1.37 -2.97
C 0.49 0.07 -1.49
C 0.31 1.01 0.88
O 1.03 1.62 3.24
H 1.04 -0.55 -2.24
C -1.72 -1.02 -2.10
B 0.62 0.68 2.39
```

# 3
This record from the Open Molecules 2025 dataset describes an isolated molecule of C5H6O. The level of theory is ωB97M-V/def2-TZVPD.

Output
SMILES = Cc1ccco1
Lowest unoccupied orbital energy = 1.14 eV
Spin multiplicity = 1

```
12
C5H6O, DFT ωB97M-V/def2-TZVPD
C 0.15 -0.13 -0.37
H -0.73 0.20 2.78
H -1.44 2.23 1.06
H 1.79 -0.49 -1.72
C -0.90 1.30 0.90
C -0.53 0.29 1.72
H 0.59 -1.60 1.18
H 0.28 0.01 -2.50
H 0.44 -1.64 -1.87
C 0.15 -0.65 0.88
C 0.70 -0.59 -1.68
O -0.50 1.07 -0.37
```

Number 1: E_HOMO -16.17 eV, HOMO-LUMO gap 7.4467 eV. Number 2: E_HOMO -8.82 eV, HOMO-LUMO gap 9.4367 eV. Number 3: E_HOMO -8.46 eV, HOMO-LUMO gap 9.6077 eV.